# 1
Density functional theory data (ωB97M-V/def2-TZVPD) for a cluster of 6 separate species, C19H43F6NO20P3S4 in total at a distorted geometry.

Output
HOMO level   -6.4 eV
Gap between HOMO and LUMO   8.1 eV
Total charge   -1

```
96
Properties=species:S:1:pos:R:3:forces:R:3
C -0.1427 -22.4788 13.7042 1.9658 -2.2744 -0.4689
F -0.4866 -22.7106 15.0402 -0.5547 0.7055 -2.7241
F -0.8735 -23.1236 12.7313 0.0248 -0.1699 2.1337
F -0.1984 -21.2404 13.3223 -0.0413 1.1408 1.1386
S 1.6634 -23.2351 13.5941 2.0671 0.2974 0.1684
O 2.5629 -22.6780 14.6499 -2.5074 0.0399 -2.5069
O 1.5621 -24.6576 13.6984 -1.2089 -0.4036 0.0114
N 1.9814 -22.8826 11.9625 -2.8260 -0.8054 2.6178
S 3.4076 -22.3694 11.8689 3.1715 -1.1934 -2.6607
O 3.5603 -21.0489 12.3293 0.6396 2.3544 0.4025
O 4.4129 -23.3394 12.2443 -0.0653 0.2896 -0.2349
C 3.6697 -22.2294 9.8596 -0.5490 0.6465 2.5901
F 4.9551 -22.0697 9.5932 0.7987 0.5765 0.2231
F 3.3000 -23.2609 9.1560 -0.9719 -1.3343 -0.5278
F 2.9936 -21.1519 9.4292 0.0341 0.1196 -0.1952
C -4.4525 -27.1852 3.9858 0.0392 -1.0376 0.8647
O -3.8220 -26.4838 5.0882 -1.0605 1.0842 1.2878
P -4.7454 -25.9089 6.3247 -0.5762 -0.4200 1.0508
O -5.6203 -24.7169 6.0505 1.6290 -2.1345 0.2077
O -3.7170 -25.7076 7.6154 -0.1545 -0.5954 -2.1475
C -2.7523 -24.6515 7.6221 -0.2641 2.3480 -0.2028
O -5.5628 -27.2877 6.8627 1.8783 1.5369 -1.0939
C -6.3452 -27.1043 8.0284 -1.3804 0.8920 0.5228
H -4.7966 -28.1050 4.4588 -0.5976 -0.0469 -0.3945
H -3.7034 -27.5229 3.2697 0.2603 0.6195 0.1407
H -5.2539 -26.6451 3.4818 0.1193 0.1949 0.2819
H -2.3900 -24.3947 8.6175 -0.3326 -0.7741 0.2031
H -3.2137 -23.7281 7.2721 -0.6396 0.1360 0.1906
H -1.8780 -24.6043 6.9728 0.0703 -1.6451 -0.2732
H -5.7981 -26.6649 8.8625 0.1866 0.0695 -0.1958
H -6.8616 -27.9809 8.4196 0.7460 -0.7082 -0.5758
H -7.1940 -26.4753 7.7602 0.1076 0.4989 0.1593
C -6.6364 -29.4020 18.2766 0.4843 -2.3187 1.0466
O -6.4759 -28.8709 17.0082 -1.1240 1.5175 -2.0046
P -7.6834 -28.9920 15.9426 1.2397 -0.9772 -1.0732
O -8.4525 -30.2668 16.0384 0.8246 1.8854 -0.1999
O -8.5254 -27.6447 16.2294 0.3801 -0.7893 -0.6141
C -9.1844 -27.5121 17.4895 -0.8027 0.7186 0.6227
O -6.8677 -28.7757 14.4893 -1.9146 -1.0857 2.6994
C -5.4659 -28.5911 14.2932 0.4619 2.8995 -0.1564
H -6.2919 -28.7429 19.0735 0.3924 0.0064 -0.3340
H -6.0822 -30.3291 18.1300 0.5247 -0.1113 1.3699
H -7.6089 -29.7880 18.5822 -0.5147 0.4980 -0.5655
H -9.5030 -26.4750 17.5950 0.3968 0.1555 -0.2708
H -8.5802 -27.7408 18.3674 0.3277 -0.0843 -0.3316
H -10.1278 -28.0477 17.5956 0.2054 -0.6138 -0.5387
H -5.0313 -29.0392 13.3996 -0.6359 -0.8730 0.3219
H -4.7797 -28.5768 15.1399 -0.5171 -1.1057 0.3713
H -5.4319 -27.5277 14.0564 0.2805 0.2817 -0.3506
C 1.7428 -28.6214 9.7778 -0.1089 0.5302 0.9696
O 2.1450 -29.6915 8.9313 -0.3854 -1.7919 -0.7810
P 1.1002 -30.7123 8.2671 -2.5395 3.2746 1.4730
O 1.5523 -31.9727 7.7185 0.6731 -0.2151 -0.4507
O 0.2823 -29.6618 7.3114 -0.1255 -1.7443 1.8585
C 0.8146 -29.1189 6.1431 -0.4113 1.0027 0.2395
O -0.0534 -30.8294 9.4145 1.8298 0.4301 -0.5344
C -1.0439 -31.8285 9.3662 -0.1296 -0.3700 -0.6116
H 2.1739 -28.8566 10.7510 0.3079 0.4969 -0.0774
H 0.6814 -28.4945 9.9907 -0.2032 -0.5478 -0.6111
H 2.0792 -27.6741 9.3566 0.3500 -0.1913 0.1409
H 0.9912 -28.0519 6.2791 0.7746 0.0901 0.4468
H -0.0699 -29.0333 5.5120 0.6384 -0.9525 -1.1484
H 1.7345 -29.6641 5.9318 -0.3060 0.2100 -1.2209
H -1.9695 -31.3636 9.0267 -0.1814 -0.0970 0.3091
H -1.1227 -32.2888 10.3511 -0.1860 0.1153 -0.0831
H -0.7750 -32.5854 8.6293 0.0017 -0.2035 0.1015
C 9.3795 -16.9182 11.9474 0.3055 0.3917 -1.4625
C 10.7928 -16.3241 11.9879 1.5653 1.2515 1.1178
C 11.6228 -16.6882 10.7615 -3.4691 -1.6949 0.3685
S 10.2998 -16.4678 9.5124 2.7378 1.7160 -1.8742
O 10.4569 -17.5205 8.5204 -0.6505 0.6475 0.4501
O 10.4273 -15.0464 9.1175 -0.8048 -1.7362 0.2982
C 8.8150 -16.6864 10.5000 0.6382 0.2062 0.4776
H 8.7735 -16.4396 12.7167 -0.1306 -0.4695 -0.0878
H 9.4722 -18.0006 12.0363 -0.2379 0.0387 0.5634
H 11.3475 -16.7137 12.8415 -0.2334 0.0209 0.3205
H 10.8513 -15.2398 12.0821 -0.6638 0.1714 0.2104
H 11.5076 -17.7648 10.8866 1.4446 -0.4902 -0.6629
H 12.6106 -16.2647 10.5798 -0.5099 -0.0272 -0.1509
H 8.2605 -17.5160 10.0616 0.0426 0.0479 0.2308
H 8.2845 -15.7449 10.3573 -0.0526 -0.0933 0.1945
C -5.5937 -19.0177 9.2004 0.1034 -0.7008 1.2795
C -6.2865 -18.6938 7.8933 0.6786 -1.2105 2.0139
C -7.7896 -18.7885 8.2458 0.8667 -0.0015 -2.0750
S -8.0977 -19.8477 9.7536 -0.4292 1.7942 -0.6627
O -8.9402 -20.9942 9.4328 1.1440 0.8509 0.3028
O -8.5807 -18.8994 10.7767 1.2148 -1.5548 -0.9315
C -6.2720 -20.2834 9.8229 -0.6077 0.9106 -0.2950
H -5.7386 -18.1976 9.9036 0.1700 0.1009 0.1220
H -4.5244 -19.1725 9.0562 0.0227 -0.1126 0.1958
H -6.0267 -19.5511 7.2723 0.0458 0.4331 -0.6648
H -5.8624 -17.7517 7.5457 -0.6250 -0.0461 -0.4107
H -8.0299 -19.3230 7.3268 -1.6783 -0.0675 0.4662
H -8.1607 -17.7638 8.2260 -0.7428 -0.4435 0.6670
H -6.1966 -21.1377 9.1503 0.0024 -0.1105 0.0631
H -5.9494 -20.5503 10.8293 -0.1631 0.1306 -0.0700
```
Forces are in eV/Å.


# 2
Density functional theory data (ωB97M-V/def2-TZVPD) for a structure of composition C3H7N2O2 at a distorted geometry.

Output
Relative energy (zero: lowest compared OMol25 entry of this formula, charge and spin)   4.842 eV
HOMO level   -12.8 eV
Gap between HOMO and LUMO   8.4 eV
Total charge   +1

```
14
Properties=species:S:1:pos:R:3:forces:R:3
C 1.4237 -0.4316 -2.2599 -2.6693 0.1810 0.8675
C 0.4176 -0.0521 -3.0548 0.2889 -1.2184 0.9978
C 1.1882 -0.4602 -0.7958 -0.0598 -0.6069 0.6130
N -0.0086 -0.1678 -0.3315 2.2741 -0.2135 -0.0130
N -1.0442 0.5142 1.8938 -4.0072 -4.0482 -2.0135
O -0.8929 0.3187 -1.0908 0.3764 0.0725 -2.3209
O -0.0960 0.2712 -4.1549 -1.3718 0.0854 -0.4641
H 2.2203 -1.1164 -2.4999 0.2513 0.3287 -1.0059
H 1.9602 -0.9595 -0.1352 -1.2180 0.9348 -0.7824
H -0.4474 0.0703 0.9342 0.0812 -0.0664 0.4055
H -1.4369 -0.3073 2.4907 1.0414 2.1571 -1.1082
H -1.8564 0.9739 1.4048 0.9561 -0.4326 0.8908
H -0.5309 1.1501 2.3720 1.8136 2.3303 2.1823
H -0.9680 -0.1331 -4.5737 2.2431 0.4960 1.7510
```
Forces are in eV/Å.


# 3
Density functional theory data (ωB97M-V/def2-TZVPD) for a cluster of 2 separate species, C4H7N2 in total at a distorted geometry.

Output
Relative energy (zero: lowest compared OMol25 entry of this formula, charge and spin)   5.635 eV
HOMO level (spin up / spin down)   -13.3 / -13.3 eV
Gap between HOMO and LUMO (spin up / spin down)   8.1 / 8.1 eV
Total charge   +1

```
13
Properties=species:S:1:pos:R:3:forces:R:3
C 0.3391 0.0600 -0.1607 -0.5739 2.9308 0.7836
C 0.9325 1.3577 0.1449 -2.1915 -0.8798 -0.0382
C 2.2483 1.6757 0.1002 0.7366 -0.5722 0.7658
C -1.5804 -1.4760 -0.1765 -1.7880 -1.4539 -1.5023
N 3.3798 2.0024 0.1590 0.2684 -0.5233 0.2469
N -0.9917 -0.2015 0.0447 2.1887 2.3272 -1.4985
H 1.1233 -0.5932 -0.5359 -0.9970 -1.0263 -0.0058
H -0.6604 -2.0325 -0.4174 -1.3221 -1.1962 0.6633
H -2.3163 -1.6092 0.6445 1.0914 -0.9185 -0.4794
H 4.1716 1.8308 0.8201 -1.0603 0.3961 -0.8338
H 0.3058 2.1601 0.5663 0.2728 -0.3831 -0.2745
H -2.6998 -2.0989 -1.3822 2.6989 2.2085 2.2255
H -1.5859 0.6246 0.2621 0.6760 -0.9093 -0.0525
```
Forces are in eV/Å.


# 4
Density functional theory data (ωB97M-V/def2-TZVPD) for a structure of composition C14H28CaNO9S at a distorted geometry.

Output
HOMO level   -3.9 eV
Gap between HOMO and LUMO   6.3 eV
Total charge   -1

```
54
Properties=species:S:1:pos:R:3:forces:R:3
Ca -0.9727 -0.2555 -0.4862 -1.0473 3.0988 0.9086
C 0.3910 3.8166 -1.9127 -0.5866 -0.5663 0.4199
C -0.2791 2.4470 -1.5031 -1.0191 0.0633 1.4861
O 0.1769 1.3737 -1.9745 1.3168 -0.7147 -1.2425
O -1.2295 2.3937 -0.6815 0.9888 1.1255 -0.9710
H 1.4805 3.8176 -1.9458 0.0714 -0.5149 -0.0148
H 0.1169 4.5926 -1.1980 -0.3145 -0.0432 -0.1261
H 0.0611 4.0800 -2.9176 -0.1487 0.0810 0.0177
C -5.3101 0.3578 -0.7562 -1.9307 0.3360 1.0617
C -3.9053 0.1366 -0.3390 2.5846 3.0345 -1.1772
O -3.2834 0.8465 0.4858 -1.6895 -1.5013 0.1831
O -3.2700 -0.5252 -1.2180 1.0002 -2.1632 -0.6933
H -5.4456 0.6403 -1.8002 0.5480 -0.2894 -0.0562
H -5.7605 1.1672 -0.1817 -0.0835 -0.0978 0.2594
H -5.8709 -0.5584 -0.5713 -0.2808 -0.0457 -0.1111
C 0.3614 1.0005 3.9026 -0.1277 0.5382 1.2391
C -0.5996 1.2450 2.7141 0.3649 3.0643 -0.3022
O -0.8862 0.3399 1.9587 0.2943 -4.9900 -1.6343
O -1.0061 2.3838 2.4530 0.6344 1.4963 1.7541
H 1.3877 0.6935 3.7009 -0.3293 -0.4919 -0.5461
H -0.0759 0.3314 4.6436 -0.0281 -0.5839 -0.2609
H 0.5292 1.8868 4.5144 -0.3260 0.5555 -0.3068
C -0.8587 -4.7871 0.0807 -0.5948 1.6193 -2.0025
C -0.7655 -3.2452 -0.3475 1.9870 -1.6144 -1.4603
C -0.9970 -2.9911 -1.8788 -0.5832 -0.2982 0.6841
O -0.3575 -1.7888 -2.2987 -0.3428 -0.4014 -1.4406
C -0.7532 -1.6008 -3.7002 0.3918 1.0735 0.4879
N -1.5103 -2.3578 0.4951 -0.7700 -1.5253 0.7671
H -1.9267 -4.9968 0.0205 -0.1939 -0.2705 0.9618
H -0.3340 -5.0240 1.0063 -0.4048 0.1143 -0.0240
H -0.5113 -5.4082 -0.7449 0.6417 -0.0321 0.1281
H 0.2904 -2.9760 -0.3215 0.3053 0.0948 0.5378
H -2.0303 -2.8415 -2.1917 -0.4844 -0.5181 0.5014
H -0.5662 -3.8114 -2.4530 0.0450 -0.2786 0.0676
H -0.6732 -2.4952 -4.3181 0.3838 -0.3348 0.3735
H -0.1277 -0.8115 -4.1172 0.1221 -0.1083 0.2302
H -1.7834 -1.2582 -3.7974 -0.1771 0.0065 0.4900
H -1.2324 -2.5316 1.4504 0.8889 0.7245 0.4646
H -2.3870 -2.8529 0.5752 -1.1677 0.7676 -0.4932
C 3.9667 2.3256 0.8225 0.7556 1.0073 -0.7230
C 3.5729 1.8830 2.1829 -1.8367 -0.2280 1.0079
C 3.4100 0.3611 2.0338 0.8533 -0.2006 -0.1651
S 2.7958 0.0128 0.2504 -1.4557 1.4571 -0.1550
O 1.3598 -0.3693 0.1762 2.8676 -0.0354 0.4916
O 3.7895 -0.8224 -0.4390 -1.0910 1.1120 0.8726
C 2.8719 1.9091 -0.1385 0.1294 -0.9330 0.4427
H 4.9111 1.8558 0.5476 0.1996 -0.0532 -0.1499
H 4.1530 3.3995 0.8139 -0.1845 0.1144 -0.2387
H 2.6529 2.3693 2.5075 -0.6284 -0.1550 -0.5576
H 4.1805 2.2440 3.0128 0.9134 -0.7330 -0.2025
H 2.8925 -0.2136 2.8020 -0.4035 0.2349 -0.4018
H 4.4539 0.0486 2.0613 -0.0499 -0.7269 -0.4595
H 1.9304 2.3429 0.1983 -0.3044 -0.4959 0.1101
H 2.9736 2.2203 -1.1782 0.2971 -0.7746 -0.0326
```
Forces are in eV/Å.


# 5
Density functional theory data (ωB97M-V/def2-TZVPD) for an isolated molecule of C6H13NO2 at a distorted geometry.

Output
SMILES   CC[C@H](C)[C@H](N)C(=O)O
Relative energy (zero: lowest compared OMol25 entry of this formula, charge and spin)   4.140 eV
HOMO level   -9.4 eV
Gap between HOMO and LUMO   9.9 eV

```
22
Properties=species:S:1:pos:R:3:forces:R:3
C -1.1050 -0.1249 0.5588 1.3503 1.0889 3.4434
C -2.1161 0.5901 -0.3245 -2.2936 2.7628 1.0495
C 0.3325 -0.4300 0.0497 1.3565 1.1976 0.9958
C 0.1413 -1.2290 -1.1805 5.3893 -2.6691 1.3075
C 1.2009 0.8975 -0.1362 -1.7664 -2.1108 1.1564
C 2.6919 0.6423 0.0332 2.7738 -0.5201 -0.7901
H -2.3795 -1.4814 0.2323 0.2877 -0.9723 0.4199
H -2.2699 -1.6889 1.9186 2.7680 2.4961 -3.3621
H -1.0660 0.4683 1.5718 0.2979 -0.3541 -2.0753
H 0.8771 -1.0115 0.8687 -1.0864 0.6274 -0.8726
H -0.3903 -2.0806 -0.9008 -1.9863 -1.0144 -0.4396
H 1.1540 -1.7765 -1.4877 -1.6689 1.5494 0.3819
H -0.0805 -0.5306 -1.8752 -1.5789 1.2837 -3.0043
H 0.8135 1.4381 -0.9970 0.4346 0.2527 -0.1350
H 0.8092 1.3414 0.8126 0.9557 0.8268 -0.7099
H 2.7794 0.1162 1.0531 0.4773 0.6845 -1.7287
H 3.5256 0.1783 -0.8257 -3.2938 0.2988 2.0968
H 3.2407 1.5890 0.0388 -0.3498 0.2414 0.8163
H -1.2750 2.2797 0.5432 -2.6149 -1.5515 -1.5523
N -1.6412 -1.3576 0.9412 -4.6493 -4.6834 2.0032
O -3.0987 0.2425 -0.9593 2.6301 -0.5677 0.7448
O -2.1439 1.9277 0.0650 2.5673 1.1334 0.2545
```
Forces are in eV/Å.


# 6
Density functional theory data (ωB97M-V/def2-TZVPD) for the ion C5H12N with charge +1 at a distorted geometry.

Output
SMILES   C/C=C/CC[NH3+]
Relative energy (zero: lowest compared OMol25 entry of this formula, charge and spin)   1.280 eV
HOMO level   -13.6 eV
Gap between HOMO and LUMO   10.0 eV
Total charge   +1

```
18
Properties=species:S:1:pos:R:3:forces:R:3
C -0.6076 -1.2206 -1.5455 -0.3346 0.9331 0.1404
C 0.5630 -1.2667 -0.5054 -0.5813 0.8173 -0.3389
C 0.4390 -0.3312 0.7002 0.5059 -0.8987 0.5493
C 1.0211 0.8756 0.7577 -1.9716 -0.4183 -0.8085
C 1.0067 1.7660 1.9511 0.6779 0.2549 -0.0022
N -1.7072 -0.2171 -1.1364 0.5568 -0.2383 0.8974
H -1.1724 -2.1379 -1.6690 0.4125 -0.2797 -0.0222
H -0.2561 -0.8440 -2.5015 -0.0418 -0.3418 -0.1367
H 1.4761 -0.9157 -0.9813 -0.0411 -0.4253 -0.4136
H 0.6583 -2.3194 -0.2539 0.3020 0.1261 0.4056
H 0.0686 -0.7837 1.6208 -0.0305 0.0937 -0.0314
H 1.2697 1.2778 -0.2264 0.7280 0.2047 0.2987
H 1.8518 2.4506 1.8610 -0.0342 0.0255 0.2777
H 1.1073 1.1962 2.8725 0.0093 -0.0291 0.0056
H 0.1142 2.3870 2.0416 -0.0746 -0.0815 -0.2334
H -2.6505 -0.5119 -1.3778 0.0085 -0.0267 -0.2358
H -1.5313 0.7131 -1.4964 -0.0258 0.2242 -0.2370
H -1.6507 -0.1182 -0.1114 -0.0656 0.0602 -0.1149
```
Forces are in eV/Å.


# 7
Density functional theory data (ωB97M-V/def2-TZVPD) for the ion C7H6N5 with charge +1 at a distorted geometry.

Output
SMILES   N#CC1=C=N[N+]#C/C=C(/N)NC1
Relative energy (zero: lowest compared OMol25 entry of this formula, charge and spin)   2.761 eV
HOMO level   -14.0 eV
Gap between HOMO and LUMO   8.8 eV
Total charge   +1

```
18
Properties=species:S:1:pos:R:3:forces:R:3
C 0.7646 1.7241 0.6033 0.4266 -0.2973 -0.2709
C 1.6616 -1.9412 0.4216 0.0462 0.1812 0.2507
C 2.3894 0.1486 -0.5202 -0.5854 0.4969 0.3620
C -1.2555 0.3788 0.3710 -0.0720 -0.0990 -0.0778
C 0.2913 -0.7802 -1.3379 0.5423 0.3144 -0.4031
C -0.3054 1.1705 1.1315 -0.0693 0.2667 0.3622
C 1.5105 -0.8291 -0.4363 0.1451 -0.0741 -0.6355
N 1.7101 2.1318 -0.0270 -1.6667 1.2826 0.5884
N 1.7259 -2.8369 1.1295 -0.0032 -0.5446 0.3542
N 2.7092 1.3426 -0.5601 1.6504 -1.3217 -0.7729
N -0.9520 -0.4277 -0.6384 -0.5871 -0.1806 -0.1239
N -2.5152 0.4113 0.7887 0.0065 -0.0267 -0.0559
H 0.4666 -0.0630 -2.1517 -0.0411 -0.2280 0.1706
H 0.1218 -1.7695 -1.7713 -0.0201 0.1982 0.0183
H -0.5445 1.3503 2.1705 0.0812 -0.0995 0.0976
H -1.7460 -0.9002 -1.0596 0.0743 0.1467 0.1156
H -2.7938 1.0330 1.5324 0.0459 -0.0102 -0.0921
H -3.2385 -0.1432 0.3543 0.0263 -0.0051 0.1125
```
Forces are in eV/Å.


no.,electronic energy (Eh)
1,-5525.425320
2,-378.075866
3,-265.701404
4,-2358.115586
5,-441.527852
6,-252.184091
7,-543.714586